ORCA calculation (ωB97M-V with the def2-TZVPD basis set) on C23H13N7O3OsS2 as an isolated structure.

LUMO energy: -0.3077 Ha
Orbital gap: 6.60 eV
Net charge: +2

Positions of all 49 atoms, in Å:
Os  -0.40  0.62  -1.26
S  -1.49  -0.94  5.98
N  -1.95  0.33  5.12
C  -1.52  0.15  3.89
C  -1.71  1.06  2.78
C  -2.39  2.28  2.84
C  -2.50  3.04  1.69
C  -1.92  2.59  0.51
N  -1.26  1.44  0.44
C  -1.17  0.68  1.56
C  -0.47  -0.57  1.39
N  -0.01  -0.81  0.14
C  0.69  -1.93  -0.10
C  0.94  -2.86  0.90
C  0.46  -2.63  2.18
C  -0.25  -1.45  2.44
C  -0.81  -1.07  3.72
N  -0.72  -1.78  4.84
H  -2.82  2.61  3.78
H  -3.02  3.98  1.70
H  -1.99  3.17  -0.40
H  1.04  -2.07  -1.12
H  1.51  -3.74  0.67
H  0.65  -3.33  2.98
N  -4.12  0.69  -3.21
C  -2.85  0.35  -3.09
O  -2.24  0.75  -2.00
C  -2.19  -0.42  -4.09
C  -2.84  -0.88  -5.26
N  -3.42  -1.27  -6.17
C  -0.89  -0.60  -3.71
N  0.03  -0.49  -2.99
H  -4.66  0.41  -4.02
H  -4.57  1.21  -2.48
O  5.76  -1.70  -0.36
C  4.52  -1.59  0.09
O  4.02  -2.40  0.82
C  3.69  -0.42  -0.37
C  2.98  0.29  0.59
C  2.07  1.25  0.19
C  1.83  1.47  -1.18
S  0.56  2.63  -1.58
C  2.62  0.79  -2.15
C  3.54  -0.14  -1.73
H  6.07  -0.92  -0.83
H  3.13  0.07  1.64
H  1.52  1.84  0.91
H  2.46  1.00  -3.20
H  4.12  -0.68  -2.47



ORCA calculation (ωB97M-V with the def2-TZVPD basis set) on a 2-piece molecular cluster, C4H9NO2 overall.

LUMO energy: 0.0315 Ha
Orbital gap: 10.66 eV
Energy relative to the best compared isomer or geometry (same formula, charge and spin): 2.441 eV
SMILES: [H]/N=C/CO.CC=O

Positions of all 16 atoms, in Å:
C  -0.36  1.22  -1.59
C  0.00  0.08  1.43
C  -0.82  -1.11  0.96
O  -0.66  -2.17  1.89
N  1.23  0.15  1.11
C  0.86  0.35  -1.76
O  0.81  -0.81  -2.08
H  -0.17  2.03  -0.87
H  -1.21  0.62  -1.28
H  -0.59  1.68  -2.56
H  -0.49  0.81  2.08
H  -1.88  -0.86  0.95
H  -0.49  -1.40  -0.04
H  0.27  -2.42  1.84
H  1.67  0.96  1.55
H  1.84  0.86  -1.62



ORCA calculation (ωB97M-V with the def2-TZVPD basis set) on C2H5ClN2 as an isolated structure.

LUMO energy: 0.0261 Ha
Orbital gap: 9.40 eV
Energy relative to the best compared isomer or geometry (same formula, charge and spin): 3.974 eV

Positions of all 10 atoms, in Å:
C  0.48  0.13  0.78
C  -0.51  1.16  -1.20
N  -0.35  0.31  -0.07
N  0.26  -1.51  1.82
Cl  -0.97  -2.31  0.89
H  1.57  0.26  1.09
H  0.17  1.94  -1.36
H  -1.48  1.47  -1.52
H  -0.36  0.45  -2.04
H  1.19  -1.90  1.61



ORCA calculation (ωB97M-V with the def2-TZVPD basis set) on the molecule C2H3NO.

LUMO energy: 0.0183 Ha
Orbital gap: 12.12 eV
Energy relative to the best compared isomer or geometry (same formula, charge and spin): 1.123 eV
SMILES: N#CCO

Positions of all 7 atoms, in Å:
C  -0.31  0.47  -0.02
C  1.17  -0.07  -0.12
H  -1.05  -1.42  0.40
H  -0.50  1.10  -0.93
H  -0.25  0.92  0.95
N  2.27  -0.43  -0.10
O  -1.33  -0.57  -0.18



ORCA calculation (ωB97M-V with the def2-TZVPD basis set) on the molecule C6H9N.

LUMO energy: 0.0392 Ha
Orbital gap: 8.89 eV
Energy relative to the best compared isomer or geometry (same formula, charge and spin): 0.207 eV
SMILES: Cc1cc[nH]c1C

Positions of all 16 atoms, in Å:
C  1.29  0.47  -0.81
C  1.45  -0.89  -0.78
N  0.42  -1.44  -0.08
C  -0.47  -0.43  0.30
C  0.07  0.75  -0.12
C  -0.51  2.12  0.13
C  -1.73  -0.78  1.00
H  1.96  1.19  -1.25
H  2.23  -1.48  -1.20
H  0.12  -2.39  -0.23
H  -0.51  2.35  1.18
H  -0.05  2.90  -0.44
H  -1.57  2.11  -0.16
H  -2.04  -1.78  0.71
H  -2.57  -0.13  0.77
H  -1.57  -0.79  2.08



ORCA calculation (ωB97M-V with the def2-TZVPD basis set) on the molecule CH5N3O.

LUMO energy: 0.0381 Ha
Orbital gap: 9.53 eV
Energy relative to the best compared isomer or geometry (same formula, charge and spin): 2.836 eV
SMILES: N/N=C/NO

Positions of all 10 atoms, in Å:
C  0.10  -0.18  -0.01
H  -2.27  -0.77  0.57
H  -2.86  0.46  -0.13
H  0.07  -1.24  0.11
H  1.29  1.35  -0.48
H  3.00  -0.18  0.45
N  -2.10  -0.18  -0.25
N  -0.92  0.50  -0.07
N  1.29  0.50  0.13
O  2.39  -0.27  -0.30



ORCA calculation (ωB97M-V with the def2-TZVPD basis set) on a 2-piece molecular cluster, C4H7NO overall.

Multiplicity: 2
LUMO energy (alpha / beta): 0.1397 / 0.1363 Ha
⟨S²⟩: 0.750
Orbital gap (alpha / beta): 2.99 / 8.86 eV
Net charge: -1
Energy relative to the best compared isomer or geometry (same formula, charge and spin): 1.432 eV

Positions of all 13 atoms, in Å:
C  1.39  1.64  0.93
C  0.23  0.90  1.26
N  0.18  -0.07  0.22
C  0.94  0.23  -0.85
C  1.71  1.38  -0.49
H  1.82  2.33  1.78
H  -0.44  0.88  2.07
H  -0.49  -0.91  0.21
H  0.83  -0.34  -1.77
H  2.56  1.53  -1.17
H  -2.37  -2.59  -1.41
H  -3.46  -2.81  -0.21
O  -2.89  -2.17  -0.58



ORCA calculation (ωB97M-V with the def2-TZVPD basis set) on a 2-piece molecular cluster, C8H8F3N3 overall.

LUMO energy: -0.0182 Ha
Orbital gap: 8.62 eV
Energy relative to the best compared isomer or geometry (same formula, charge and spin): 5.724 eV
SMILES: CC1=C/C(=N\F)[C@@H](F)C=C1.N=C=NF

Positions of all 22 atoms, in Å:
C  0.25  -0.38  1.74
C  1.28  -0.59  0.93
C  -0.47  0.95  1.52
C  0.57  1.04  -0.71
C  1.47  0.14  -0.28
C  -0.54  1.45  0.13
C  -2.44  -1.59  -0.57
C  2.67  -0.22  -1.16
N  -1.54  -2.39  -0.82
N  -3.47  -1.00  -0.36
N  -1.53  2.19  -0.24
F  -0.54  -2.62  0.05
F  -1.75  0.74  2.05
F  -1.39  2.68  -1.54
H  -0.09  -1.00  2.60
H  1.86  -1.50  1.08
H  -0.05  1.68  2.08
H  0.55  1.47  -1.71
H  2.77  0.42  -2.05
H  3.56  0.04  -0.46
H  2.61  -1.36  -1.34
H  -3.77  -0.15  -0.91



Number 1: calculated total energy -2379.82875 Eh. Number 2: calculated total energy -362.99584 Eh. Number 3: calculated total energy -648.75785 Eh. Number 4: calculated total energy -207.95641 Eh. Number 5: calculated total energy -288.77444 Eh. Number 6: calculated total energy -280.50027 Eh. Number 7: calculated total energy -286.51753 Eh. Number 8: calculated total energy -773.26033 Eh.